w) This record from the OMol25 dataset describes C4H3NO2 in the gas phase. The level of theory is wB97M-V/def2-TZVPD.

The LUMO energy is 0.16 eV. The SMILES is O=Cc1ccon1. The total charge is 0.

```
10
Properties=species:S:1:pos:R:3:nbo_charge:R:1
O -2.348 0.974 -0.830 -0.492
C -1.679 -0.032 -0.885 0.409
C -0.360 -0.186 -0.217 0.007
C 0.349 0.630 0.714 -0.334
C 1.562 0.035 0.767 0.135
O 1.585 -1.052 -0.022 -0.259
N 0.378 -1.188 -0.631 -0.075
H -1.978 -0.913 -1.486 0.137
H 0.009 1.460 1.309 0.254
H 2.483 0.273 1.281 0.220
```


x) This record from the OMol25 dataset describes a molecular structure, C4H3NO2. The level of theory is wB97M-V/def2-TZVPD.

The LUMO energy is -0.11 eV. The total charge is 0.

```
10
Properties=species:S:1:pos:R:3:nbo_charge:R:1
O -0.596 -1.177 -1.671 -0.388
C -0.952 -0.184 -1.199 0.539
C -2.029 -0.458 0.616 0.240
N -0.948 0.037 0.764 -0.436
C 0.269 0.614 0.545 -0.346
C 1.430 -0.246 0.448 0.348
O 1.384 -1.458 0.368 -0.552
H -1.297 0.823 -1.356 0.244
H 0.351 1.676 0.762 0.231
H 2.390 0.308 0.374 0.120
```


It is x) that is the least stable of them.


w) This record from the OMol25 dataset describes a gas-phase ion, C2H6N3O2 (charge +1). The level of theory is wB97M-V/def2-TZVPD.

The LUMO energy (spin up / spin down) is -3.65 / -9.42 eV. As for the multiplicity: 3. The total charge is +1.

```
13
Properties=species:S:1:pos:R:3:nbo_charge:R:1
C -1.247 -0.881 -0.810 0.304
C 0.247 0.434 0.779 0.566
N -0.701 0.605 1.697 -0.700
N 0.025 -0.227 -0.363 -0.064
N 1.193 -0.428 -1.238 -0.503
O -1.309 -1.523 -1.793 -0.419
O 1.395 1.027 1.083 -0.618
H -1.926 -0.526 -0.090 0.155
H -1.775 0.411 1.727 0.461
H -0.364 1.214 2.346 0.425
H 1.053 -1.329 -1.700 0.427
H 1.322 0.323 -2.004 0.439
H 2.088 0.900 0.366 0.529
```


x) This record from the OMol25 dataset describes 2 unconnected molecules or ions with the total composition C2H6N3O2. The level of theory is wB97M-V/def2-TZVPD.

The LUMO energy (spin up / spin down) is -3.55 / -7.53 eV. As for the multiplicity: 3. The total charge is +1.

```
13
Properties=species:S:1:pos:R:3:nbo_charge:R:1
C 1.430 -1.256 0.191 0.102
C 0.528 1.210 0.102 0.236
N 0.191 -0.932 0.260 -0.151
N 2.228 -0.291 -0.378 -0.151
N -0.338 0.311 -0.090 -0.341
O -2.962 0.036 -0.083 -0.964
O 1.872 0.981 0.106 -0.232
H 1.793 -2.309 0.481 0.273
H 0.333 2.353 0.113 0.244
H -3.202 -0.618 0.577 0.513
H 3.257 -0.319 -0.480 0.446
H -3.753 0.493 -0.412 0.517
H -1.377 0.340 -0.387 0.507
```


It is x) that is the least stable of them.


w) This record from the OMol25 dataset describes C14H19N3O4 in the gas phase. The level of theory is wB97M-V/def2-TZVPD.

The LUMO energy is 0.58 eV. The SMILES is NC(=O)CC[C@H](N)C(=O)N[C@@H](Cc1ccccc1)C(=O)O. The total charge is 0.

```
40
Properties=species:S:1:pos:R:3:nbo_charge:R:1
N 0.346 -2.368 -2.667 -0.859
C -0.856 -2.947 -2.482 0.669
O -0.779 -4.109 -2.257 -0.570
C -2.099 -2.029 -2.369 -0.486
C -2.024 -0.931 -1.270 -0.408
C -1.814 -1.534 0.018 -0.150
N -2.424 -0.702 1.082 -0.839
C -0.422 -1.934 0.780 0.706
O 0.039 -3.017 0.695 -0.603
N 0.083 -0.780 1.188 -0.662
C 1.405 -0.553 1.543 -0.157
C 1.906 0.267 0.331 -0.403
C 1.465 1.685 0.165 -0.028
C 2.333 2.806 0.166 -0.197
C 1.817 4.160 -0.044 -0.196
C 0.493 4.348 -0.314 -0.233
C -0.384 3.262 -0.140 -0.195
C 0.041 1.963 0.068 -0.233
C 1.522 -0.098 2.973 0.785
O 0.562 -0.068 3.730 -0.577
O 2.808 0.180 3.454 -0.690
H 0.512 -1.777 -3.455 0.385
H 1.034 -3.065 -2.426 0.408
H -3.030 -2.603 -2.025 0.231
H -2.304 -1.573 -3.391 0.226
H -2.887 -0.362 -1.297 0.206
H -1.272 -0.268 -1.444 0.211
H -2.331 -2.533 0.035 0.187
H -3.108 -0.116 0.678 0.353
H -2.883 -1.389 1.671 0.381
H -0.704 -0.111 1.197 0.458
H 1.905 -1.501 1.668 0.258
H 3.084 0.259 0.476 0.210
H 1.701 -0.340 -0.503 0.235
H 3.383 2.674 0.202 0.213
H 2.527 4.993 0.074 0.221
H 0.027 5.368 -0.432 0.223
H -1.506 3.262 -0.036 0.215
H -0.808 1.197 -0.046 0.208
H 2.643 0.284 4.403 0.497
```


x) This record from the OMol25 dataset describes C14H19N3O4 in the gas phase. The level of theory is wB97M-V/def2-TZVPD.

The LUMO energy is 0.26 eV. The SMILES is NC(=O)CC[C@H](N)C(=O)N[C@@H](Cc1ccccc1)C(=O)O. The total charge is 0.

```
40
Properties=species:S:1:pos:R:3:nbo_charge:R:1
N -4.903 3.571 0.546 -0.825
C -4.744 2.798 -0.579 0.672
O -5.736 2.269 -1.120 -0.610
C -3.282 2.562 -0.969 -0.489
C -2.918 1.214 -0.416 -0.411
C -1.438 1.083 -0.289 -0.119
N -0.622 1.136 -1.546 -0.862
C -1.116 -0.235 0.444 0.712
O -1.836 -0.831 1.240 -0.662
N 0.190 -0.668 0.202 -0.620
C 0.752 -1.756 0.982 -0.184
C 1.982 -2.413 0.440 -0.432
C 2.966 -1.710 -0.476 -0.027
C 2.972 -1.948 -1.818 -0.219
C 3.915 -1.285 -2.603 -0.196
C 4.794 -0.356 -2.167 -0.219
C 4.755 -0.114 -0.814 -0.196
C 3.910 -0.863 0.017 -0.207
C 1.011 -1.466 2.396 0.781
O 2.027 -1.568 3.020 -0.564
O -0.005 -0.781 2.990 -0.714
H -5.663 3.518 1.165 0.406
H -4.015 3.988 0.993 0.383
H -3.239 2.614 -2.100 0.240
H -2.606 3.297 -0.462 0.202
H -3.283 1.196 0.526 0.226
H -3.324 0.277 -0.921 0.230
H -1.032 1.806 0.344 0.213
H -0.235 2.029 -1.826 0.381
H -1.114 0.784 -2.344 0.370
H 0.650 -0.215 -0.595 0.454
H 0.137 -2.619 0.904 0.243
H 1.661 -3.306 -0.073 0.206
H 2.455 -2.615 1.395 0.268
H 2.267 -2.540 -2.309 0.208
H 3.771 -1.435 -3.647 0.202
H 5.481 0.129 -2.735 0.211
H 5.482 0.512 -0.287 0.212
H 3.911 -0.681 1.128 0.226
H -0.901 -0.782 2.507 0.505
```


It is w) that is the least stable of them.


w) This record from the OMol25 dataset describes a gas-phase ion, C3H9N4S (charge +1). The level of theory is wB97M-V/def2-TZVPD.

The LUMO energy is -3.53 eV. The SMILES is C/C=N\N(S)/C=N/[NH3+]. The total charge is +1.

```
17
Properties=species:S:1:pos:R:3:nbo_charge:R:1
C -2.568 0.940 -1.463 -0.708
C -1.813 -0.310 -1.187 0.128
N -0.776 -0.493 -0.461 -0.246
N -0.121 0.393 0.284 -0.323
S -0.563 2.107 0.765 0.164
C 1.009 -0.122 0.785 0.290
N 1.405 -1.343 0.716 -0.366
N 2.812 -1.589 0.879 -0.538
H -1.864 1.714 -1.666 0.234
H -3.210 1.287 -0.458 0.257
H -3.271 0.797 -2.298 0.259
H -2.026 -1.252 -1.668 0.218
H 0.192 2.158 1.941 0.148
H 1.721 0.516 1.265 0.146
H 3.169 -0.658 1.304 0.422
H 3.133 -1.666 -0.094 0.447
H 2.772 -2.480 1.359 0.467
```


x) This record from the OMol25 dataset describes 2 unconnected molecules or ions with the total composition C3H9N4S. The level of theory is wB97M-V/def2-TZVPD.

The LUMO energy is -4.01 eV. The total charge is +1.

```
17
Properties=species:S:1:pos:R:3:nbo_charge:R:1
C -2.022 -0.489 -0.538 0.204
C 0.406 1.940 0.367 -0.639
C -0.079 -1.806 -0.576 0.439
N -3.657 1.199 -0.199 -0.350
N -2.898 0.272 -0.262 0.004
N 0.798 -2.602 -0.024 -0.716
N -1.114 -1.269 0.113 -0.581
S 1.646 0.679 -0.437 -0.146
H 1.595 1.045 -1.770 0.163
H -0.373 1.253 0.572 0.185
H 0.137 2.615 -0.370 0.231
H 0.788 2.515 1.295 0.252
H -0.097 -1.597 -1.625 0.253
H -4.682 0.911 -0.427 0.367
H 1.637 -3.026 -0.603 0.472
H 0.636 -2.957 0.945 0.436
H -1.064 -1.283 1.201 0.425
```


It is w) that is the least stable of them.


w) This record from the OMol25 dataset describes 5 unconnected molecules or ions with the total composition H10O5. The level of theory is wB97M-V/def2-TZVPD.

The LUMO energy (spin up / spin down) is 2.83 / 2.72 eV. As for the multiplicity: 2. The total charge is -1.

```
15
Properties=species:S:1:pos:R:3:nbo_charge:R:1
O -33.001 21.429 -31.378 -0.973
H -33.460 20.839 -31.976 0.455
H -33.001 22.274 -31.827 0.450
O -30.796 23.147 -34.677 -0.953
H -30.655 22.215 -34.510 0.456
H -31.258 23.464 -33.901 0.477
O -30.173 27.096 -29.161 -1.410
H -30.966 27.452 -28.760 0.309
H -29.511 27.774 -29.025 0.382
O -30.530 24.387 -31.678 -1.007
H -30.802 25.004 -30.998 0.473
H -30.814 23.532 -31.354 0.446
O -30.452 24.483 -27.367 -1.026
H -30.331 24.956 -28.191 0.482
H -30.495 25.168 -26.701 0.440
```


x) This record from the OMol25 dataset describes 5 unconnected molecules or ions with the total composition H10O5. The level of theory is wB97M-V/def2-TZVPD.

The LUMO energy (spin up / spin down) is 3.83 / 3.84 eV. As for the multiplicity: 2. The total charge is -1.

```
15
Properties=species:S:1:pos:R:3:nbo_charge:R:1
O 20.532 2.621 -11.403 -1.119
H 20.066 1.975 -10.872 0.416
H 20.101 2.586 -12.257 0.462
O 20.915 6.028 -11.732 -1.121
H 21.049 5.119 -11.999 0.458
H 20.966 6.007 -10.776 0.432
O 21.749 3.085 -14.329 -1.165
H 22.323 2.715 -14.999 0.420
H 22.333 3.596 -13.768 0.361
O 23.221 7.471 -11.929 -1.035
H 22.479 6.893 -11.754 0.473
H 23.390 7.369 -12.865 0.443
O 19.597 8.381 -12.884 -0.971
H 20.224 7.736 -12.557 0.498
H 19.123 8.672 -12.105 0.450
```


It is w) that is the least stable of them.